[1]
ORCA calculation (ωB97M-V with the def2-TZVPD basis set) on a gas-phase ion, C6H9FN3O4 (charge -1) at a distorted geometry.

XYZ file:
```
23
C6H9FN3O4 ωB97M-V with the def2-TZVPD basis set
N -2.57217 -0.50837 0.99730
C -1.86065 -0.67622 -0.14975
N -1.30873 0.37225 -0.69201
C -0.39378 0.14278 -1.76659
C 1.05182 0.37455 -1.35015
F 1.91971 -0.15809 -2.22797
C 1.24920 -0.35366 0.02218
C 0.72969 0.36002 1.23841
N 0.78764 -0.35357 2.45342
O 0.49450 0.38919 3.44267
O 1.20124 -1.46147 2.52879
C -1.93430 -2.23798 -0.44504
O -2.39921 -2.95759 0.42605
O -1.73115 -2.50228 -1.61414
H -2.75394 0.40178 1.40254
H -2.78274 -1.38895 1.44474
H -0.71629 0.84875 -2.49875
H -0.38337 -0.87409 -2.31990
H 1.25362 1.43130 -1.44367
H 2.30749 -0.63567 0.05024
H 0.50101 -1.29693 -0.17495
H 1.22513 1.35539 1.32011
H -0.35755 0.59142 0.91777
```

Gap between HOMO and LUMO, Ha: 0.2932
SMILES: N/C(=N/C[C@H](F)CC[N+](=O)[O-])C(=O)[O-]
Charge: -1
Energy above the lowest of the compared OMol25 structures with the same formula, charge and spin, kcal per mole: 38.3

Population analysis type Mulliken, resulting atomic charges in e: -0.272, 0.270, -0.869, -0.794, 0.285, -0.395, -0.592, -0.456, 1.098, -0.651, -0.562, 0.735, -0.779, -0.666, 0.250, 0.225, 0.436, 0.281, 0.322, 0.489, 0.073, 0.289, 0.283

[2]
ORCA calculation (ωB97M-V with the def2-TZVPD basis set) on a gas-phase ion, C7H11N2 (charge +1) at a distorted geometry.

XYZ file:
```
20
C7H11N2 ωB97M-V with the def2-TZVPD basis set
C -0.99584 1.64403 0.03893
C 0.29764 1.99377 0.17076
C -1.09055 -0.79939 0.03724
C -1.70187 0.33887 -0.13804
C 1.71141 0.06760 0.09661
C -0.86037 -2.21054 0.14002
C 2.92918 -0.72772 -0.24788
N 1.51981 1.33071 0.10110
N -3.06798 0.36328 -0.28731
H -1.65675 2.38562 0.18560
H 0.55671 2.95610 0.38657
H -0.61368 -2.81009 -0.86360
H -0.14132 -2.32789 0.82995
H -1.76825 -2.57138 0.47161
H 3.78274 -0.15397 -0.32619
H 3.22571 -1.32582 0.57926
H 2.71297 -1.16887 -1.27411
H 2.17812 2.09156 0.00661
H -3.49183 1.25880 -0.23323
H -3.52583 -0.33468 0.32609
```

Gap between HOMO and LUMO (spin up / spin down), Ha: 0.2727 / 0.2727
Charge: +1
Energy above the lowest of the compared OMol25 structures with the same formula, charge and spin, kcal per mole: 166.0

Population analysis type Mulliken, resulting atomic charges in e: -0.768, -0.419, 0.216, 1.121, 0.189, -1.167, -1.218, -0.075, -0.542, 0.385, 0.414, 0.256, 0.374, 0.399, 0.425, 0.352, 0.271, 0.290, 0.249, 0.248

[3]
ORCA calculation (ωB97M-V with the def2-TZVPD basis set) on a molecular structure, CH22Ni2O14 at a distorted geometry.

XYZ file:
```
39
CH22Ni2O14 ωB97M-V with the def2-TZVPD basis set
Ni 12.85689 -16.50903 -10.76958
Ni 12.71359 -12.53661 -7.10401
C 13.53200 -14.34833 -8.74383
O 13.40373 -13.18748 -9.07509
O 13.86434 -15.23623 -9.46801
O 13.13486 -14.46501 -7.60418
O 13.11645 -10.50112 -7.77541
H 12.86137 -9.59744 -7.58961
H 13.51247 -10.46452 -8.64608
O 14.73442 -12.42792 -6.55519
H 15.13189 -13.28191 -6.72533
H 15.47720 -11.83020 -6.47004
O 14.84130 -17.39607 -7.49621
H 14.70308 -16.53413 -7.88887
H 14.08802 -17.91327 -7.78135
O 13.97406 -15.60571 -5.05102
H 13.49838 -15.50223 -5.87518
H 14.74137 -15.04112 -5.14427
O 14.79574 -17.24979 -11.30057
H 15.69860 -16.94281 -11.38332
H 14.75335 -18.02453 -11.86111
O 12.43727 -11.35837 -11.19983
H 11.85067 -10.68586 -10.85364
H 12.49433 -12.00994 -10.50095
O 10.71461 -16.12241 -7.16770
H 11.61521 -15.83208 -7.31208
H 10.51422 -16.66967 -7.92703
O 10.79230 -12.34338 -8.14993
H 10.01676 -12.83009 -7.87084
H 10.61030 -12.10222 -9.05820
O 16.15078 -12.58470 -9.51835
H 16.62784 -13.41185 -9.58511
H 15.23904 -12.84363 -9.38449
O 13.04051 -15.01598 -12.12650
H 12.38537 -14.70860 -12.75304
H 13.52874 -14.22908 -11.88432
O 16.59980 -15.15440 -9.35565
H 15.65894 -15.27996 -9.47914
H 16.99191 -15.97815 -9.64534
```

Gap between HOMO and LUMO (spin up / spin down), Ha: 0.2708 / 0.0963
Charge: +3
2S+1: 6

Population analysis type Mulliken, resulting atomic charges in e: 0.957, 0.782, 0.506, -0.102, -0.084, -0.551, -0.548, 0.339, 0.336, -0.466, 0.302, 0.344, -0.504, 0.274, 0.338, -0.237, 0.390, 0.406, -0.465, 0.300, 0.362, -0.624, 0.347, 0.161, -0.576, 0.241, 0.289, -0.486, 0.336, 0.298, -0.524, 0.464, 0.298, -0.449, 0.395, 0.298, -0.686, 0.209, 0.332

[4]
ORCA calculation (ωB97M-V with the def2-TZVPD basis set) on a gas-phase ion, C8H9BrN3 (charge +1) at a distorted geometry.

XYZ file:
```
21
C8H9BrN3 ωB97M-V with the def2-TZVPD basis set
C 1.12292 2.18706 0.14005
C 0.25130 1.02759 -0.22423
N 0.51795 -0.27942 -0.17504
C 1.72004 -0.94528 -0.00693
C 1.60433 -2.28713 -0.01679
C 0.37770 -2.97673 0.03336
C -0.82717 -2.34375 -0.05953
C -0.69524 -0.95840 -0.15973
C -1.76619 0.02890 0.01299
Br -3.60173 -0.11160 -0.07360
N -1.06662 1.15912 -0.03262
N -1.66447 2.40275 0.01300
H 0.68482 3.21288 -0.03801
H 1.40583 2.29461 1.15893
H 2.01938 2.08525 -0.47296
H 2.55491 -0.39748 0.11262
H 2.60207 -2.71165 0.02115
H 0.55867 -4.07174 0.13675
H -1.69563 -2.92394 0.09545
H -2.62309 2.54585 0.23597
H -1.47979 3.06312 -0.70084
```

Gap between HOMO and LUMO, Ha: 0.3111
SMILES: Cc1n2ccccc2c(Br)[n+]1N
Charge: +1
Energy above the lowest of the compared OMol25 structures with the same formula, charge and spin, kcal per mole: 0.0

Population analysis type Mulliken, resulting atomic charges in e: -1.201, 0.594, 0.097, -0.191, -0.520, -0.244, -0.970, 0.848, 0.207, -0.104, 0.523, -1.197, 0.368, 0.320, 0.376, 0.504, 0.365, 0.347, 0.422, 0.220, 0.234

[5]
ORCA calculation (ωB97M-V with the def2-TZVPD basis set) on 2 unconnected molecules or ions with the total composition C9H14ClN4 at a distorted geometry.

XYZ file:
```
28
C9H14ClN4 ωB97M-V with the def2-TZVPD basis set
C 1.45418 0.25808 -2.15334
C 1.12295 0.32367 1.49270
C -0.12213 0.75503 2.14657
C 1.50431 0.10401 0.23585
C 0.67444 0.24770 -0.98568
C -0.49856 -0.61820 -1.06335
C 2.93883 -0.15103 -0.06132
C -2.31107 -2.57289 1.00225
C -2.54722 -1.33762 0.16503
N 1.98925 0.29362 -3.18305
N -1.31927 0.57413 1.84075
N -1.36207 -0.49034 -0.05869
N 0.18241 3.16755 -1.04585
Cl -0.96214 -1.48944 -2.44017
H 1.89261 0.36991 2.30739
H -0.00016 1.18939 3.09331
H 0.42313 1.50489 -0.96142
H 2.87148 -1.31754 -0.29210
H 3.65702 0.13812 0.74802
H 3.13433 0.34496 -0.95488
H -3.23443 -3.13622 0.83923
H -1.58191 -3.25550 0.63268
H -2.18990 -2.44116 2.09086
H -2.74939 -1.82347 -0.81338
H -3.33776 -0.82730 0.68667
H 0.36876 3.32597 -2.00386
H 0.78662 3.54594 -0.28878
H -0.78432 3.31774 -0.97544
```

Gap between HOMO and LUMO (spin up / spin down), Ha: 0.2947 / 0.1948
Charge: +1
2S+1: 3

Population analysis type Mulliken, resulting atomic charges in e: -0.535, -0.470, -0.363, 0.439, 2.365, 0.262, -1.340, -1.129, -0.579, -0.403, -0.335, -0.210, -0.775, -0.143, 0.303, 0.488, -0.193, 0.326, 0.424, 0.399, 0.383, 0.329, 0.332, 0.278, 0.361, 0.269, 0.266, 0.251

[6]
ORCA calculation (ωB97M-V with the def2-TZVPD basis set) on a molecular structure, C29H34As2CdCl2N2O3S2.

XYZ file:
```
75
C29H34As2CdCl2N2O3S2 ωB97M-V with the def2-TZVPD basis set
Cd 0.59784 0.00823 0.26130
C -6.55273 1.90850 3.77898
C -5.45897 1.76660 2.75734
C -5.64434 2.17558 1.44313
C -4.62664 2.05360 0.50539
C -3.41214 1.51764 0.89046
C -3.20097 1.10275 2.20086
C -4.22255 1.22798 3.12163
S -2.09419 1.35705 -0.27691
O -2.59684 1.80242 -1.55209
O -0.93981 2.04247 0.27946
N -1.64445 -0.17802 -0.24315
C -2.44407 -1.19924 -0.70729
C -3.69013 -1.03112 -1.33961
C -4.39167 -2.14673 -1.73904
C -3.86560 -3.41868 -1.53151
C -2.63412 -3.49690 -0.91968
N -1.94135 -2.43119 -0.51374
H -7.49619 2.18982 3.31325
H -6.29944 2.67543 4.51342
H -6.70568 0.97499 4.32192
H -6.59682 2.59637 1.14412
H -4.76587 2.37646 -0.51772
H -2.24355 0.68777 2.48949
H -4.06423 0.90374 4.14382
H -4.07688 -0.04225 -1.53070
H -5.35200 -2.02403 -2.22414
H -4.39023 -4.31222 -1.83643
H -2.16670 -4.45854 -0.73604
Cl 0.27492 0.05335 3.30075
C 0.62664 1.77264 3.25902
C -0.07266 2.55580 4.15799
C 0.16060 3.92004 4.19024
C 1.08835 4.47207 3.32450
C 1.76549 3.66277 2.42669
Cl 2.90465 4.43319 1.36847
C 1.56097 2.27704 2.34568
S 2.43968 1.29979 1.18385
H -0.78726 2.09478 4.82521
H -0.37636 4.54827 4.88769
H 1.29234 5.53343 3.32832
C 0.14794 0.17835 -3.68604
As 1.28086 -0.57981 -2.30290
C 1.16027 -2.46348 -2.78252
C 3.07661 -0.10082 -2.87078
C 3.25579 0.71395 -3.98690
C 4.52542 1.11832 -4.37025
C 5.62900 0.70797 -3.63918
C 5.45397 -0.10304 -2.52837
C 4.18646 -0.51245 -2.12510
As 3.96130 -1.67948 -0.55325
C 4.95311 -3.21186 -1.27932
C 5.38050 -0.96529 0.58636
H 0.44377 -0.18074 -4.67103
H 0.17461 1.26561 -3.65138
H -0.87284 -0.13699 -3.46972
H 1.57655 -2.61801 -3.77712
H 0.10888 -2.75068 -2.76748
H 1.69389 -3.06162 -2.04682
H 2.40432 1.04875 -4.56404
H 4.64933 1.75605 -5.23600
H 6.62372 1.02136 -3.92920
H 6.32530 -0.41446 -1.96510
H 5.91460 -2.89207 -1.68048
H 4.37403 -3.68320 -2.07249
H 5.11676 -3.93971 -0.48477
H 6.36010 -1.03730 0.11552
H 5.38846 -1.54588 1.50855
H 5.15382 0.07024 0.83286
C 0.81555 -2.98333 1.84269
O 0.45869 -2.28140 0.66712
H 0.91018 -4.05415 1.64687
H 0.08643 -2.83301 2.64387
H 1.78006 -2.60287 2.17607
H -0.45455 -2.50060 0.32535
```

Gap between HOMO and LUMO, Ha: 0.3007
Charge: 0
Energy above the lowest of the compared OMol25 structures with the same formula, charge and spin, kcal per mole: 1.8

Population analysis type Mulliken, resulting atomic charges in e: 1.978, -1.470, 1.066, -0.787, -0.402, -0.438, -0.151, -0.905, 1.512, -0.746, -0.711, 0.340, 0.265, -0.959, -0.474, -0.817, -0.473, -0.432, 0.354, 0.315, 0.354, 0.319, 0.534, 0.337, 0.410, 0.409, 0.426, 0.404, 0.443, -0.157, 0.777, -0.688, -0.466, -0.770, 0.379, -0.226, -0.489, -0.392, 0.414, 0.375, 0.417, -1.388, 0.489, -1.079, 0.113, -0.455, -0.639, -0.911, -0.414, 0.009, 0.527, -1.207, -1.233, 0.467, 0.431, 0.348, 0.425, 0.410, 0.232, 0.361, 0.386, 0.384, 0.211, 0.389, 0.320, 0.423, 0.428, 0.396, 0.321, -0.888, -0.127, 0.275, 0.304, 0.263, 0.555

[7]
ORCA calculation (ωB97M-V with the def2-TZVPD basis set) on C6H7N3O2 in the gas phase at a distorted geometry.

XYZ file:
```
18
C6H7N3O2 ωB97M-V with the def2-TZVPD basis set
N -2.41854 -0.74114 0.05149
C -1.05203 -0.47020 -0.04400
C -0.18145 -1.58228 -0.27997
C 1.11950 -1.33027 -0.09655
C 1.63115 -0.01413 -0.12353
N 3.05844 0.18671 -0.02748
O 3.76655 -0.79414 0.45959
O 3.55824 1.33276 -0.25752
C 0.74604 1.06464 -0.28367
C -0.67279 0.86271 -0.05475
N -1.80954 1.76048 0.13139
H -2.92053 -1.75822 0.44458
H -3.04263 -0.16206 -0.43625
H -0.66853 -2.59420 -0.50685
H 1.95411 -2.05304 -0.06244
H 1.31060 2.03518 -0.04575
H -2.54927 1.38340 0.74082
H -1.82931 2.87382 0.39089
```

Gap between HOMO and LUMO, Ha: 0.2805
SMILES: Nc1ccc([N+](=O)[O-])cc1N
Charge: 0
Energy above the lowest of the compared OMol25 structures with the same formula, charge and spin, kcal per mole: 110.2

Population analysis type Mulliken, resulting atomic charges in e: -0.599, 0.983, -0.753, -0.332, 0.102, 0.771, -0.545, -0.553, -0.448, -0.078, -0.611, 0.262, 0.272, 0.271, 0.419, 0.301, 0.276, 0.261

[8]
ORCA calculation (ωB97M-V with the def2-TZVPD basis set) on C7H8 in the gas phase at a distorted geometry.

XYZ file:
```
15
C7H8 ωB97M-V with the def2-TZVPD basis set
C 0.76900 2.36824 -0.49993
C 0.43617 1.04803 -0.26432
C 0.24683 -0.14185 -1.35861
C -0.30618 -1.24562 -0.93279
C -0.40459 -1.77118 0.47713
C -0.39551 -0.66973 1.47110
C -0.20508 0.63818 1.02179
H 0.93496 3.07942 0.26933
H 1.10021 2.74569 -1.53588
H 0.14036 0.05142 -2.40947
H -0.37688 -2.05805 -1.57772
H -1.39148 -2.27997 0.53047
H 0.46038 -2.35149 0.74509
H -0.65759 -1.01232 2.50838
H -0.35059 1.59922 1.55543
```

Gap between HOMO and LUMO, Ha: 0.3349
SMILES: C=C1C=CCC=C1
Charge: 0
Energy above the lowest of the compared OMol25 structures with the same formula, charge and spin, kcal per mole: 69.4

Population analysis type Mulliken, resulting atomic charges in e: -0.926, 0.719, -0.401, -0.568, -0.268, -0.485, -0.445, 0.302, 0.219, 0.324, 0.351, 0.265, 0.287, 0.325, 0.304

Please write out number 4 again, unchanged.
ORCA calculation (ωB97M-V with the def2-TZVPD basis set) on a gas-phase ion, C8H9BrN3 (charge +1) at a distorted geometry.

XYZ file:
```
21
C8H9BrN3 ωB97M-V with the def2-TZVPD basis set
C 1.12292 2.18706 0.14005
C 0.25130 1.02759 -0.22423
N 0.51795 -0.27942 -0.17504
C 1.72004 -0.94528 -0.00693
C 1.60433 -2.28713 -0.01679
C 0.37770 -2.97673 0.03336
C -0.82717 -2.34375 -0.05953
C -0.69524 -0.95840 -0.15973
C -1.76619 0.02890 0.01299
Br -3.60173 -0.11160 -0.07360
N -1.06662 1.15912 -0.03262
N -1.66447 2.40275 0.01300
H 0.68482 3.21288 -0.03801
H 1.40583 2.29461 1.15893
H 2.01938 2.08525 -0.47296
H 2.55491 -0.39748 0.11262
H 2.60207 -2.71165 0.02115
H 0.55867 -4.07174 0.13675
H -1.69563 -2.92394 0.09545
H -2.62309 2.54585 0.23597
H -1.47979 3.06312 -0.70084
```

Gap between HOMO and LUMO, Ha: 0.3111
SMILES: Cc1n2ccccc2c(Br)[n+]1N
Charge: +1
Energy above the lowest of the compared OMol25 structures with the same formula, charge and spin, kcal per mole: 0.0

Population analysis type Mulliken, resulting atomic charges in e: -1.201, 0.594, 0.097, -0.191, -0.520, -0.244, -0.970, 0.848, 0.207, -0.104, 0.523, -1.197, 0.368, 0.320, 0.376, 0.504, 0.365, 0.347, 0.422, 0.220, 0.234